ORCA calculation (ωB97M-V with the def2-TZVPD basis set) on a molecular structure, C11H26Cl2CoN4 at a distorted geometry.

HOMO (spin up / spin down) in eV: -16.63 / -16.59
Multiplicity: 2
Net charge: +2
Expectation value of S²: 1.064

Last column: Mulliken charge in e.
Positions of all 44 atoms, in Å:
Co 0.559 -0.101 -0.223  0.2334
C 0.165 2.606 1.096  -0.2621
C 0.153 2.984 -0.387  -0.6476
N 0.345 1.813 -1.266  0.0044
C -0.610 1.649 -2.381  -0.8186
C -1.286 0.273 -2.333  -0.5394
N -0.282 -0.768 -2.056  -0.1199
C -0.817 -2.139 -2.110  -0.7395
C -1.468 -2.593 -0.799  -0.4796
C -0.458 -3.069 0.246  -0.7803
N 0.426 -2.016 0.788  -0.0621
C 0.204 -1.610 2.188  -0.8713
C -0.843 -0.490 2.383  -0.5080
N -0.967 0.399 1.213  0.0630
C -1.088 1.836 1.524  -0.8123
H 1.055 2.000 1.298  -0.1256
H 0.235 3.523 1.682  0.4528
H -0.787 3.479 -0.634  0.2755
H 0.960 3.702 -0.555  0.4099
H 1.279 1.892 -1.662  0.3266
H -1.387 2.413 -2.338  0.3262
H -0.089 1.755 -3.336  0.4139
H -2.050 0.256 -1.552  0.2394
H -1.792 0.087 -3.288  0.5309
H 0.433 -0.691 -2.786  0.3242
H -1.562 -2.205 -2.914  0.3579
H 0.005 -2.819 -2.352  0.4365
H -2.111 -1.816 -0.387  0.1138
H -2.104 -3.449 -1.030  0.4247
H -0.998 -3.559 1.059  0.3787
H 0.167 -3.827 -0.226  0.4210
H 1.363 -2.410 0.768  0.3990
H -0.090 -2.466 2.805  0.4128
H 1.161 -1.249 2.576  0.3750
H -1.820 -0.919 2.625  0.3720
H -0.522 0.099 3.243  0.3431
H -1.807 0.114 0.714  0.1432
H -1.956 2.255 1.011  0.3764
H -1.254 1.979 2.595  0.3918
Cl 3.999 2.296 0.732  -0.0911
C 4.018 0.556 1.076  -0.3074
Cl 2.885 -0.298 0.017  -0.0445
H 3.728 0.370 2.111  0.2599
H 5.010 0.155 0.863  0.4034



ORCA calculation (ωB97M-V with the def2-TZVPD basis set) on 5 unconnected molecules or ions with the total composition C30H63O14 at a distorted geometry.

HOMO in eV: -2.36
Net charge: -1

Last column: Mulliken charge in e.
Positions of all 107 atoms, in Å:
C 0.437 1.896 0.058  -0.5621
C -0.580 2.572 0.079  -0.2483
C -1.741 3.345 0.101  0.3326
C -2.536 2.972 1.329  -0.9969
O -3.854 3.611 1.333  -0.2635
C -4.883 2.759 1.321  0.4404
C -4.930 1.776 0.182  -0.0499
O -5.785 2.832 2.124  -0.6318
H 1.263 1.273 0.302  0.5398
H -2.311 3.109 -0.805  -0.3886
H -2.041 3.326 2.228  0.2677
H -2.673 1.884 1.397  0.5152
H -3.937 1.539 -0.188  -0.2422
H -5.512 2.195 -0.634  0.2343
H -5.430 0.877 0.525  0.3104
C -4.874 -0.902 -4.093  -0.6619
O -3.678 -0.352 -4.590  -0.2949
C -3.648 1.065 -4.630  -0.7148
C -2.331 1.630 -4.147  -0.1176
O -2.081 1.506 -2.768  0.0213
C -1.779 0.260 -2.174  -0.5067
C -0.414 -0.287 -2.504  -0.4912
O -0.326 -0.738 -3.857  -0.3287
C 0.859 -0.361 -4.511  -0.7794
H -5.644 -0.954 -4.872  0.3012
H -4.655 -1.914 -3.750  0.2340
H -5.258 -0.329 -3.242  0.2524
H -4.459 1.489 -4.029  0.3345
H -3.792 1.381 -5.674  0.4075
H -2.379 2.711 -4.304  0.0815
H -1.499 1.258 -4.753  0.1824
H -2.561 -0.481 -2.365  0.1321
H -1.777 0.466 -1.101  0.2855
H -0.220 -1.148 -1.851  0.2397
H 0.336 0.483 -2.300  0.3739
H 1.099 0.693 -4.332  0.3841
H 0.705 -0.500 -5.582  0.2305
H 1.710 -0.979 -4.195  0.2311
C -1.411 -6.105 1.799  -0.8532
O -0.166 -5.613 1.356  -0.2100
C 0.907 -6.530 1.439  -0.2223
C 1.796 -6.479 0.215  -0.2945
O 1.222 -6.974 -0.980  -0.4615
C 0.206 -6.223 -1.629  -0.3254
C 0.664 -4.936 -2.277  -0.5591
O 0.991 -3.942 -1.323  -0.2066
C 2.160 -3.213 -1.621  -0.5457
H -1.499 -6.035 2.888  0.2850
H -2.187 -5.490 1.346  0.2458
H -1.566 -7.143 1.486  0.3811
H 0.544 -7.554 1.581  0.5005
H 1.516 -6.262 2.313  -0.0213
H 2.639 -7.146 0.414  0.4302
H 2.209 -5.477 0.075  0.0323
H -0.645 -6.047 -0.969  0.1002
H -0.142 -6.875 -2.434  0.3951
H -0.158 -4.557 -2.898  0.3439
H 1.519 -5.145 -2.929  0.3824
H 2.981 -3.874 -1.925  0.4742
H 2.461 -2.686 -0.716  0.2521
H 1.970 -2.481 -2.413  -0.0907
C -1.550 5.271 -3.397  -0.8376
O -1.216 6.552 -2.906  -0.3745
C -0.626 6.493 -1.607  -0.3383
C 0.497 7.490 -1.443  -0.3890
O 1.672 7.228 -2.205  -0.4526
C 1.645 7.402 -3.605  -0.2774
C 1.579 8.836 -4.086  -0.5433
O 0.314 9.434 -3.860  -0.2868
C 0.372 10.751 -3.374  -0.7955
H -2.531 4.967 -3.017  0.3391
H -1.588 5.311 -4.489  0.3729
H -0.813 4.520 -3.101  0.4279
H -0.271 5.483 -1.393  0.1319
H -1.400 6.728 -0.869  0.3416
H 0.823 7.421 -0.403  0.4024
H 0.148 8.513 -1.602  0.1133
H 0.865 6.797 -4.072  0.0704
H 2.606 7.008 -3.947  0.3983
H 1.767 8.840 -5.169  0.3637
H 2.372 9.413 -3.597  0.3447
H 1.102 10.848 -2.563  0.3639
H -0.612 10.999 -2.979  0.2292
H 0.624 11.462 -4.172  0.3218
C 1.672 -3.124 9.229  -0.7834
O 2.323 -2.857 8.008  -0.2787
C 3.729 -2.729 8.096  -0.5256
C 4.440 -3.421 6.954  -0.2618
O 4.381 -4.838 6.966  -0.4499
C 3.157 -5.487 6.664  -0.4398
C 2.709 -5.392 5.222  -0.4311
O 2.271 -4.092 4.880  -0.3219
C 2.712 -3.643 3.616  -0.6210
H 1.505 -2.203 9.799  0.3040
H 0.705 -3.569 8.997  0.2361
H 2.240 -3.832 9.842  0.3618
H 4.099 -3.127 9.047  0.3410
H 3.983 -1.662 8.050  0.3672
H 5.503 -3.191 7.063  0.4028
H 4.122 -3.016 5.992  0.0704
H 2.359 -5.173 7.340  0.1599
H 3.351 -6.544 6.865  0.4006
H 1.870 -6.088 5.083  0.3328
H 3.530 -5.711 4.569  0.3709
H 3.777 -3.854 3.467  0.3986
H 2.567 -2.564 3.579  0.2955
H 2.128 -4.102 2.811  0.0594



ORCA calculation (ωB97M-V with the def2-TZVPD basis set) on a molecular structure, C18H29ClN3O2OsS2Sb.

ΔE to the lowest compared entry with this formula, charge and spin in kcal per mole: 22.6
HOMO (spin up / spin down) in eV: -14.36 / -14.36
Net charge: +2

Last column: Mulliken charge in e.
Positions of all 57 atoms, in Å:
Os 0.692 -0.625 0.895  1.0519
Cl -5.106 -4.437 5.573  -0.1348
C -3.951 -3.607 4.625  0.4369
C -4.076 -3.620 3.235  -0.8597
C -3.146 -2.954 2.470  -0.3013
C -2.093 -2.273 3.094  -0.0331
C -1.973 -2.271 4.490  -0.3760
C -2.904 -2.937 5.256  -0.7924
C -1.113 -1.583 2.306  1.2930
O -1.182 -1.475 1.010  -0.7392
O -0.065 -1.022 2.794  -0.7157
H -4.894 -4.158 2.778  0.4398
H -3.221 -2.967 1.391  0.4820
H -1.151 -1.749 4.960  0.4932
H -2.833 -2.950 6.334  0.4454
C -0.980 2.313 -2.438  -1.1293
C 0.523 2.392 -2.190  0.3556
C 0.920 3.616 -1.377  -1.2693
Sb 1.246 0.489 -1.479  0.3370
C 1.093 -0.856 -3.147  0.3877
C 1.456 -0.135 -4.441  -1.4925
C -0.286 -1.508 -3.198  -1.1956
C 3.260 0.572 -0.736  0.5047
C 4.188 1.685 -1.203  -1.5342
C 3.091 0.558 0.785  -1.2140
H -1.309 3.227 -2.934  0.4601
H -1.531 2.229 -1.500  0.0685
H -1.262 1.475 -3.077  0.2773
H 1.048 2.424 -3.150  0.4140
H 0.407 3.654 -0.418  0.2222
H 0.631 4.504 -1.944  0.4542
H 1.991 3.681 -1.199  0.2569
H 1.851 -1.611 -2.918  0.4398
H 0.725 0.635 -4.694  0.3168
H 1.461 -0.856 -5.259  0.4674
H 2.446 0.324 -4.405  0.3559
H -1.067 -0.782 -3.429  0.2392
H -0.551 -2.012 -2.267  0.2181
H -0.296 -2.257 -3.991  0.4434
H 3.680 -0.384 -1.044  0.2704
H 3.831 2.674 -0.921  0.2946
H 4.322 1.662 -2.283  0.3912
H 5.173 1.549 -0.751  0.4596
H 2.696 1.486 1.191  0.4769
H 4.044 0.348 1.281  0.4343
H 2.532 -0.349 1.244  0.3108
S 1.283 -2.564 0.034  -0.1342
C 2.981 -2.674 0.057  0.4691
N 4.130 -2.758 0.062  -0.3539
N -2.555 1.015 0.804  -0.2939
C -1.695 1.879 1.316  0.7636
N -2.118 3.059 1.745  -0.4050
S 0.013 1.603 1.423  -0.5766
H -3.542 1.221 0.769  0.2315
H -2.251 0.080 0.567  0.1537
H -3.096 3.309 1.754  0.2080
H -1.467 3.713 2.150  0.2264



ORCA calculation (ωB97M-V with the def2-TZVPD basis set) on a molecular structure, C22H27N2 at a distorted geometry.

ΔE to the lowest compared entry with this formula, charge and spin in kcal per mole: 106.5
HOMO in eV: -11.17
Net charge: +1

Last column: Mulliken charge in e.
Positions of all 51 atoms, in Å:
C 3.400 -0.961 -1.258  -0.4220
C 3.700 0.297 -0.430  -0.4481
C 2.952 0.151 0.891  -0.5525
N 2.497 -1.244 0.912  0.4267
N 1.759 -1.643 1.923  -0.5049
C 0.861 -2.573 1.983  -0.2334
C 2.496 -1.863 -0.413  -0.7159
H 2.894 -0.701 -2.193  0.2885
H 4.328 -1.495 -1.486  0.2500
H 4.769 0.372 -0.220  0.2508
H 3.361 1.199 -0.940  0.2817
H 3.566 0.345 1.783  0.3358
H 2.098 0.848 0.957  0.2775
H 0.085 -2.354 2.784  0.1921
H 0.783 -3.381 1.225  0.4899
H 1.481 -1.937 -0.838  0.3638
H 2.868 -2.897 -0.346  0.3598
C 3.418 -5.833 7.345  -1.4092
C 2.506 -5.251 6.306  1.0372
C 2.567 -5.724 4.996  -0.7813
C 1.729 -5.197 4.013  -0.4251
C 0.835 -4.167 4.323  0.1622
C -0.152 -3.654 3.300  0.2538
C -1.512 -3.343 3.840  -1.3227
C -2.569 -3.060 3.041  -0.2333
C -3.803 -2.469 3.493  0.7679
C -4.898 -2.335 2.602  -0.7263
C -6.075 -1.723 3.010  -0.6015
C -6.200 -1.216 4.312  1.0223
C -7.455 -0.515 4.724  -1.3688
C -5.134 -1.365 5.210  -0.7411
C -3.952 -1.978 4.813  -0.7047
C 0.795 -3.684 5.631  -0.3635
C 1.609 -4.233 6.616  -0.9502
H 3.186 -5.431 8.334  0.3503
H 3.351 -6.927 7.393  0.3499
H 4.462 -5.587 7.117  0.3209
H 3.257 -6.534 4.743  0.3876
H 1.774 -5.578 2.984  0.3676
H -0.297 -4.417 2.516  0.7187
H -1.673 -3.396 4.918  0.6727
H -2.508 -3.269 1.972  0.3683
H -4.806 -2.727 1.593  0.3476
H -6.915 -1.618 2.325  0.3996
H -7.400 -0.200 5.773  0.3447
H -7.633 0.377 4.106  0.3205
H -8.332 -1.166 4.604  0.3321
H -5.235 -0.983 6.228  0.2847
H -3.118 -2.078 5.509  0.3139
H 0.115 -2.865 5.878  0.5557
H 1.529 -3.878 7.642  0.3102



ORCA calculation (ωB97M-V with the def2-TZVPD basis set) on a molecular structure, C4H4LuO5 at a distorted geometry.

ΔE to the lowest compared entry with this formula, charge and spin in kcal per mole: 43.6
HOMO (spin up / spin down) in eV: -17.29 / -17.29
Multiplicity: 2
Net charge: +2
Expectation value of S²: 0.750

Last column: Mulliken charge in e.
Positions of all 14 atoms, in Å:
O -0.488 -0.363 -1.361  -0.2704
C 0.536 -0.013 -0.629  0.3889
O -0.159 0.349 0.538  -0.4209
H -3.606 1.363 1.046  0.2834
Lu 3.765 -0.078 0.800  1.6039
O 1.719 -0.217 -0.692  -0.3262
O -2.172 1.061 -0.422  -0.3404
C -3.489 0.804 0.110  -0.2644
C -3.466 -0.706 0.317  -0.2698
O -2.050 -0.982 0.386  -0.3561
C -1.387 0.029 -0.156  1.0848
H -4.226 1.135 -0.627  0.2991
H -3.893 -1.263 -0.525  0.2918
H -3.922 -1.027 1.258  0.2962



ORCA calculation (ωB97M-V with the def2-TZVPD basis set) on C17H22N2O6S in the gas phase at a distorted geometry.

ΔE to the lowest compared entry with this formula, charge and spin in kcal per mole: 28.4
SMILES: CCOC(=O)C1CCN(S(=O)(=O)c2cc3c(cc2C)NC(=O)CO3)CC1
HOMO in eV: -8.80
Net charge: 0

Last column: Mulliken charge in e.
Positions of all 48 atoms, in Å:
C -3.680 -2.439 -0.360  -0.9198
C -2.757 -2.741 0.810  -0.4058
O -1.502 -2.066 0.665  -0.2276
C -0.507 -2.730 0.067  -0.5869
O -0.578 -3.867 -0.314  -0.6329
C 0.712 -1.838 -0.065  2.9700
C 0.974 -1.570 -1.556  -0.8263
C 2.411 -1.047 -1.763  -1.0013
N 2.994 -0.522 -0.557  0.1787
S 2.872 1.101 -0.241  1.2257
O 3.053 1.775 -1.491  -0.7419
O 3.785 1.385 0.828  -0.7685
C 1.163 1.386 0.278  0.1235
C 0.297 1.566 -0.789  -1.0086
C -1.072 1.591 -0.591  0.5906
C -1.567 1.433 0.710  0.5999
C -0.688 1.325 1.774  -0.7016
C 0.692 1.294 1.583  0.8643
C 1.579 1.134 2.778  -2.2036
N -2.945 1.337 0.887  -0.0167
C -3.840 1.557 -0.110  0.3590
O -5.025 1.359 0.019  -0.6347
C -3.219 2.136 -1.376  -0.4757
O -1.909 1.687 -1.661  -0.4978
C 3.111 -1.461 0.535  -0.7409
C 1.955 -2.475 0.557  -1.0283
H -4.626 -2.954 -0.218  0.4117
H -3.229 -2.783 -1.288  0.3078
H -3.872 -1.371 -0.434  0.0969
H -2.569 -3.817 0.880  0.3986
H -3.179 -2.376 1.749  0.3071
H 0.487 -0.904 0.452  -1.2248
H 0.241 -0.853 -1.926  0.2134
H 0.846 -2.503 -2.107  0.6190
H 2.440 -0.242 -2.497  0.4031
H 3.058 -1.856 -2.115  0.3671
H 0.703 1.677 -1.781  0.6471
H -1.085 1.227 2.774  0.4348
H 1.500 0.120 3.172  0.3223
H 2.613 1.338 2.522  0.3865
H 1.264 1.817 3.565  0.5363
H -3.298 1.026 1.782  0.2226
H -3.834 1.867 -2.237  0.3106
H -3.227 3.233 -1.269  0.2873
H 3.145 -0.872 1.451  0.2940
H 4.067 -1.991 0.443  0.3819
H 2.213 -3.366 -0.016  0.3969
H 1.755 -2.784 1.584  0.3872



Question: Which formula does entry 1 have?
Answer: C11H26Cl2CoN4